--- w ---
The following is a DFT calculation (ωB97M-V with the def2-TZVPD basis set) of the ion C5H9N3 with charge +2.

Computed properties:
gap between HOMO and LUMO (alpha / beta) = 6.8 / 6.3 eV
M = 111.1 g/mol
SMILES = [H]/N=[N+]1/C=[NH+]C(C)=C1C

Structure (ORCA input):
```
! RIJCOSX wB97M-V def2-TZVPD def2/J DEFGRID3
* xyz 2 1
H -0.408 -0.674 -2.888
N -1.178 -0.838 -2.233
N -0.947 -0.506 -1.079
C -1.941 -0.669 -0.037
N -1.392 -0.282 1.065
C 0.027 0.131 0.901
C 0.763 0.676 1.945
C 0.231 -0.079 -0.456
C 1.438 0.139 -1.243
H -2.969 -1.175 -0.184
H -1.933 -0.140 1.947
H 1.837 0.346 2.069
H 0.311 0.722 3.031
H 1.153 1.754 1.748
H 2.133 0.756 -0.664
H 1.073 0.658 -2.144
H 1.804 -0.819 -1.778
*
```

Here are the Mulliken charges for atoms 1 to 8, given in e: 0.3262 -0.7294 0.7223 -0.0130 0.0525 0.6021 -1.3071 0.7614

--- x ---
The following is a DFT calculation (ωB97M-V with the def2-TZVPD basis set) of the ion C5H9N3 with charge +2.

Computed properties:
gap between HOMO and LUMO = 8.8 eV
M = 111.1 g/mol

Structure (ORCA input):
```
! RIJCOSX wB97M-V def2-TZVPD def2/J DEFGRID3
* xyz 2 1
C 0.869 -0.684 -1.225
C -0.351 -0.956 -0.522
C 1.321 0.971 0.244
C 2.284 2.073 0.398
C -2.570 -1.256 0.375
N 1.660 0.262 -0.914
N 0.196 0.710 0.798
N -1.387 -1.680 -0.406
H 1.189 -1.198 -2.063
H 2.382 2.522 -0.562
H 3.229 1.744 0.495
H 2.054 2.706 1.151
H -3.380 -1.240 -0.381
H -2.899 -2.079 0.878
H -2.470 -0.509 1.143
H -0.469 1.193 1.370
H -1.658 -2.578 -0.777
*
```

Here are the Mulliken charges for atoms 1 to 8, given in e: -0.4298 0.7438 0.6795 -1.1671 -0.7772 -0.2181 -0.3041 -0.0336

The calculated energies rank the structures as follows, beginning with the most stable: w, x.

--- w ---
The following is a DFT calculation (ωB97M-V with the def2-TZVPD basis set) of the ion C3H6N3O with charge +1.

Computed properties:
gap between HOMO and LUMO = 8.7 eV
M = 100.1 g/mol
SMILES = [H]/N=C/NC[NH+]=C=O

Structure (ORCA input):
```
! RIJCOSX wB97M-V def2-TZVPD def2/J DEFGRID3
* xyz 1 1
H -2.916 0.536 0.656
N -2.050 0.305 0.099
C -1.076 -0.197 0.757
N 0.206 -0.458 0.292
C 0.795 -0.046 -0.932
N 1.481 1.409 -0.753
C 0.961 2.519 -1.014
O 0.347 3.455 -1.267
H -1.133 -0.504 1.856
H 0.842 -0.526 1.048
H 0.136 0.074 -1.706
H 1.642 -0.679 -1.342
H 2.390 1.327 -0.445
*
```

Here are the Mulliken charges for atoms 1 to 8, given in e: 0.2757 -0.5854 0.0858 -0.2056 -0.5238 -0.1863 0.6676 -0.1539

--- x ---
The following is a DFT calculation (ωB97M-V with the def2-TZVPD basis set) of the ion C3H6N3O with charge +1.

Computed properties:
gap between HOMO and LUMO = 8.4 eV
M = 100.1 g/mol
SMILES = [H]/N=N\[NH2+]CC=C=O

Structure (ORCA input):
```
! RIJCOSX wB97M-V def2-TZVPD def2/J DEFGRID3
* xyz 1 1
H -0.586 -3.266 0.628
N 0.007 -2.784 -0.049
N 0.206 -1.710 -0.379
N -0.666 -0.408 0.363
C -0.582 0.752 -0.556
C 0.544 1.669 -0.188
C 1.727 1.286 0.198
O 2.758 0.950 0.591
H -0.200 -0.191 1.253
H -1.633 -0.688 0.547
H -1.518 1.313 -0.525
H -0.461 0.343 -1.567
H 0.403 2.733 -0.314
*
```

Here are the Mulliken charges for atoms 1 to 8, given in e: 0.3218 -0.3354 0.3704 -0.3836 -0.3052 -0.7773 0.6508 -0.3004

The calculated energies rank the structures as follows, beginning with the most stable: w, x.

--- w ---
The following is a DFT calculation (ωB97M-V with the def2-TZVPD basis set) of an isolated molecule of C5H4.

Computed properties:
gap between HOMO and LUMO (alpha / beta) = 8.3 / 8.1 eV
M = 64.1 g/mol
SMILES = C1=C=CCC=1

Structure (ORCA input):
```
! RIJCOSX wB97M-V def2-TZVPD def2/J DEFGRID3
* xyz 0 1
C -1.199 -0.257 1.096
C -1.363 -0.854 -0.086
C -0.382 -0.716 -0.954
C 0.604 0.245 -0.238
C -0.052 0.454 1.121
H -0.441 -0.942 -1.939
H 0.777 1.360 -0.697
H 1.590 -0.152 -0.211
H 0.466 0.862 1.908
*
```

Here are the Mulliken charges for atoms 1 to 8, given in e: -0.0747 0.0978 -0.5711 -0.3805 -0.4770 0.4473 0.2241 0.2874

--- x ---
The following is a DFT calculation (ωB97M-V with the def2-TZVPD basis set) of an isolated molecule of C5H4.

Computed properties:
gap between HOMO and LUMO = 9.6 eV
M = 64.1 g/mol
SMILES = C#CC=C=C

Structure (ORCA input):
```
! RIJCOSX wB97M-V def2-TZVPD def2/J DEFGRID3
* xyz 0 1
C 0.608 1.442 2.056
C 0.208 0.546 1.361
C -0.149 -0.544 0.521
C -0.076 -0.424 -0.780
C -0.377 -0.341 -2.036
H 0.931 2.237 2.684
H -0.482 -1.486 0.947
H 0.306 -0.371 -2.880
H -1.444 -0.529 -2.051
*
```

Here are the Mulliken charges for atoms 1 to 8, given in e: 0.3684 -0.3884 -0.8210 0.1942 -0.5964 0.4008 0.3190 0.2748

The calculated energies rank the structures as follows, beginning with the most stable: x, w.

--- w ---
The following is a DFT calculation (ωB97M-V with the def2-TZVPD basis set) of a structure of composition C2H7N3O2.

Computed properties:
gap between HOMO and LUMO = 8.9 eV
M = 105.1 g/mol

Structure (ORCA input):
```
! RIJCOSX wB97M-V def2-TZVPD def2/J DEFGRID3
* xyz 0 1
C 0.720 -0.543 1.372
C 1.086 0.995 -0.714
N -1.017 0.528 0.045
N 0.282 0.288 0.238
N -1.832 -0.721 -1.012
O -1.106 -1.501 -1.640
O -2.968 -0.470 -1.066
H 1.848 -0.719 1.338
H 0.411 -0.098 2.307
H 0.289 -1.393 1.174
H 0.449 0.948 -1.677
H 1.455 2.069 -0.397
H 1.974 0.418 -0.829
H -1.591 0.200 0.863
*
```

Here are the Mulliken charges for atoms 1 to 8, given in e: -0.8455 -0.7410 -0.7052 0.4388 0.7790 -0.4912 -0.5252 0.2708

--- x ---
The following is a DFT calculation (ωB97M-V with the def2-TZVPD basis set) of an isolated molecule of C2H7N3O2.

Computed properties:
gap between HOMO and LUMO = 10.6 eV
M = 105.1 g/mol
SMILES = CC(N)(N)[N+](=O)[O-]

Structure (ORCA input):
```
! RIJCOSX wB97M-V def2-TZVPD def2/J DEFGRID3
* xyz 0 1
C -0.042 -0.584 1.136
C 0.313 0.133 -0.227
N -0.016 1.521 -0.377
N 0.160 -0.540 -1.477
N 1.966 0.036 -0.058
O 2.448 -1.067 0.190
O 2.626 0.993 -0.277
H -1.063 -1.000 1.135
H 0.354 0.011 1.923
H 0.430 -1.548 1.026
H 0.491 1.690 -1.245
H 0.275 2.203 0.395
H 0.333 -1.506 -1.344
H -0.593 -0.197 -1.900
*
```

Here are the Mulliken charges for atoms 1 to 8, given in e: -1.2501 0.6562 -0.6948 -0.5788 0.8893 -0.5782 -0.6012 0.3621

--- y ---
The following is a DFT calculation (ωB97M-V with the def2-TZVPD basis set) of a cluster of 2 separate species, C2H7N3O2 in total.

Computed properties:
gap between HOMO and LUMO = 8.1 eV
M = 105.1 g/mol

Structure (ORCA input):
```
! RIJCOSX wB97M-V def2-TZVPD def2/J DEFGRID3
* xyz 0 1
N 0.035 -2.233 0.807
C 0.044 -1.586 -0.341
N 1.133 -1.114 -0.887
H 0.909 -2.474 1.249
H -0.761 -2.048 1.405
H -0.929 -1.347 -0.762
H 1.168 -0.884 -1.864
H 1.712 -0.537 -0.263
N -1.536 0.905 0.268
C -0.172 1.313 0.055
O 0.667 0.793 0.841
O 0.025 2.064 -0.906
H -2.139 1.431 -0.349
H -1.846 0.935 1.229
*
```

Here are the Mulliken charges for atoms 1 to 8, given in e: -0.2720 0.0180 -0.4494 0.2486 0.2633 0.4926 0.2642 0.2805

--- z ---
The following is a DFT calculation (ωB97M-V with the def2-TZVPD basis set) of a cluster of 2 separate species, C2H7N3O2 in total.

Computed properties:
gap between HOMO and LUMO = 8.9 eV
M = 105.1 g/mol
SMILES = O=C=NCO.NN

Structure (ORCA input):
```
! RIJCOSX wB97M-V def2-TZVPD def2/J DEFGRID3
* xyz 0 1
O -0.558 -0.845 -1.781
C -0.556 -0.599 -0.647
N -0.642 -0.260 0.509
C -1.562 -0.499 1.580
O -1.165 -1.551 2.401
H -2.554 -0.773 1.201
H -1.642 0.442 2.143
H -0.284 -1.366 2.751
N 1.619 0.421 -0.847
N 1.423 1.380 -1.930
H 2.344 -0.223 -1.160
H 1.893 0.943 0.012
H 0.929 0.864 -2.658
H 0.756 2.065 -1.576
*
```

Here are the Mulliken charges for atoms 1 to 8, given in e: -0.4795 0.7271 -0.3285 -0.2626 -0.5176 0.3011 0.2757 0.3051

The calculated energies rank the structures as follows, beginning with the most stable: y, z, x, w.

--- w ---
The following is a DFT calculation (ωB97M-V with the def2-TZVPD basis set) of the ion C5H8NO with charge +1.

Computed properties:
gap between HOMO and LUMO = 9.0 eV
M = 98.1 g/mol

Structure (ORCA input):
```
! RIJCOSX wB97M-V def2-TZVPD def2/J DEFGRID3
* xyz 1 1
C 1.361 -0.037 0.048
C 2.256 1.083 -0.344
C 0.016 -0.407 0.019
C -0.866 0.683 -0.302
C -0.494 -1.710 0.427
N 2.411 -0.897 0.192
O 3.370 -0.051 -0.102
H 2.345 1.482 -1.312
H 2.327 1.901 0.370
H -0.437 1.440 -0.943
H -0.940 1.239 0.647
H -1.831 0.318 -0.481
H -1.105 -1.483 1.233
H 0.325 -2.377 0.738
H -1.094 -2.061 -0.423
*
```

Here are the Mulliken charges for atoms 1 to 8, given in e: 0.2183 -0.3361 0.8655 -1.4257 -1.1495 -0.0631 -0.1160 0.3521

--- x ---
The following is a DFT calculation (ωB97M-V with the def2-TZVPD basis set) of the ion C5H8NO with charge +1.

Computed properties:
gap between HOMO and LUMO (alpha / beta) = 7.9 / 7.9 eV
M = 98.1 g/mol
SMILES = C=CC[N+](=O)C=C

Structure (ORCA input):
```
! RIJCOSX wB97M-V def2-TZVPD def2/J DEFGRID3
* xyz 1 1
C -0.406 -1.820 -1.487
C -0.619 -0.526 -1.290
C -1.430 0.274 -0.257
N -0.218 0.991 0.407
O 0.068 2.121 0.123
C 0.738 0.252 1.095
C 1.706 0.863 1.801
H 0.134 -1.934 -2.393
H -0.695 -2.505 -0.826
H -0.194 0.182 -2.103
H -2.000 -0.327 0.446
H -1.982 1.115 -0.579
H 0.729 -0.924 0.909
H 2.623 0.302 2.178
H 1.548 1.936 1.976
*
```

Here are the Mulliken charges for atoms 1 to 8, given in e: -0.6958 0.0290 -0.4460 0.5633 -0.3341 0.2142 -0.5140 0.2614

The calculated energies rank the structures as follows, beginning with the most stable: w, x.